Formula: C25H21N3O2STaTe
Source: the Open Molecules 2025 dataset
Level of theory: ωB97M-V/def2-TZVPD

```
54
Properties=species:S:1:pos:R:3:mulliken_charge:R:1
Ta -0.61 -1.18 -0.67 1.60
C -5.06 -1.53 5.99 -1.45
C -3.92 -1.44 5.03 0.80
C -2.64 -1.87 5.40 -0.85
C -1.59 -1.82 4.51 -0.41
C -1.84 -1.32 3.22 0.81
C -3.11 -0.88 2.82 -0.44
C -4.13 -0.94 3.73 -0.98
S -0.55 -1.33 2.14 1.30
O 0.72 -1.60 2.70 -0.60
O -0.88 -2.30 0.90 -0.55
N -0.59 -0.09 1.06 -0.08
C 0.01 1.19 1.12 0.53
C 0.21 2.02 2.20 -0.57
C 0.78 3.29 1.98 -0.98
C 1.08 3.73 0.71 -0.91
C 0.86 2.89 -0.40 0.66
C 1.09 3.24 -1.75 -0.47
C 0.80 2.34 -2.77 -1.04
C 0.31 1.08 -2.46 -0.09
N 0.10 0.70 -1.17 0.25
C 0.35 1.61 -0.16 -0.19
H -4.72 -1.61 7.02 0.40
H -5.65 -2.43 5.76 0.34
H -5.73 -0.68 5.89 0.40
H -2.47 -2.25 6.40 0.43
H -0.60 -2.16 4.80 0.50
H -3.29 -0.48 1.83 0.35
H -5.12 -0.60 3.45 0.45
H -0.05 1.71 3.20 0.57
H 0.94 3.94 2.83 0.45
H 1.49 4.73 0.56 0.49
H 1.48 4.22 -1.99 0.56
H 0.95 2.60 -3.81 0.54
H 0.08 0.37 -3.24 0.67
C 3.20 -1.05 -1.58 -1.03
Te 1.75 -2.61 -1.42 0.05
C 1.45 -2.36 -3.54 -1.11
C 2.22 -1.11 -3.90 0.41
C 2.11 -0.60 -5.20 -0.62
C 2.86 0.50 -5.56 -0.70
C 3.72 1.10 -4.65 -0.68
C 3.82 0.61 -3.36 -0.73
C 3.06 -0.50 -2.98 0.94
H 4.16 -1.54 -1.39 0.64
H 3.04 -0.30 -0.80 0.43
H 0.39 -2.33 -3.79 0.52
H 1.86 -3.27 -3.98 0.54
H 1.47 -1.08 -5.92 0.51
H 2.79 0.88 -6.57 0.47
H 4.32 1.95 -4.94 0.48
H 4.50 1.06 -2.65 0.54
N -3.14 -1.27 -2.71 -0.28
C -2.31 -1.21 -1.89 0.12
```

total energy = -54483.0090 eV
net charge = +3
strongest force on any atom = 0.01012 Eh/bohr
frontier orbital gap = 5.94 eV
E_LUMO = -0.4292 Ha
relative energy (zero: lowest compared OMol25 entry of this formula, charge and spin) = 0.000 eV
HOMO = -17.62 eV



Formula: C25H21N3O3S2
Source: the Open Molecules 2025 dataset
Level of theory: ωB97M-V/def2-TZVPD

```
54
Properties=species:S:1:pos:R:3:mulliken_charge:R:1
O -3.50 -2.24 -0.53 -0.68
C -2.41 -2.69 -0.25 0.50
C -1.58 -3.44 -1.30 -0.69
S 0.21 -3.25 -1.13 -0.17
C 0.32 -1.50 -1.24 0.31
N -0.79 -0.86 -1.11 -0.02
C -0.73 0.50 -1.14 -0.39
C 0.46 1.16 -1.35 0.41
S 0.30 2.89 -1.29 -0.32
C -1.41 2.72 -0.98 0.19
C -2.32 3.76 -0.79 -0.45
C -3.64 3.43 -0.56 -0.50
C -4.07 2.11 -0.53 -0.98
C -3.18 1.07 -0.72 0.03
C -1.83 1.38 -0.94 0.18
C 1.69 0.47 -1.58 0.37
O 2.77 0.94 -1.88 -0.67
N 1.54 -0.94 -1.45 0.01
C 2.75 -1.73 -1.44 -1.50
C 3.23 -1.95 0.01 -0.85
C 3.50 -0.61 0.64 0.17
C 2.48 0.10 1.26 0.35
C 2.69 1.39 1.71 -0.37
C 3.93 1.98 1.57 -0.71
C 4.97 1.27 0.98 -0.61
C 4.75 -0.01 0.51 -0.48
N -1.89 -2.70 0.99 -0.01
C -2.52 -2.00 2.09 -1.33
C -1.73 -0.81 2.52 0.50
C -0.71 -0.68 3.42 -0.47
C -0.33 0.68 3.41 -0.74
C -1.14 1.28 2.49 -0.24
O -1.99 0.39 1.95 -0.15
H -1.88 -3.09 -2.29 0.34
H -1.77 -4.51 -1.21 0.47
H -1.99 4.78 -0.82 0.43
H -4.36 4.23 -0.41 0.40
H -5.11 1.89 -0.36 0.44
H -3.49 0.04 -0.70 0.64
H 3.50 -1.17 -1.99 0.52
H 2.56 -2.69 -1.93 0.66
H 2.47 -2.50 0.56 0.33
H 4.14 -2.55 -0.02 0.54
H 1.50 -0.36 1.38 0.21
H 1.88 1.94 2.16 0.42
H 4.10 2.99 1.91 0.41
H 5.94 1.72 0.86 0.38
H 5.55 -0.56 0.03 0.41
H -0.95 -3.04 1.13 0.28
H -3.50 -1.67 1.72 0.41
H -2.65 -2.68 2.93 0.40
H -0.29 -1.46 4.03 0.51
H 0.43 1.14 4.00 0.54
H -1.22 2.29 2.15 0.58
```

total energy = -58550.8004 eV
SMILES string = O=C(CSc1nc2c(sc3ccccc32)c(=O)n1CCc1ccccc1)NCc1ccco1
net charge = 0
strongest force on any atom = 0.02500 Eh/bohr
frontier orbital gap = 8.19 eV
E_LUMO = 0.0082 Ha
relative energy (zero: lowest compared OMol25 entry of this formula, charge and spin) = 0.000 eV
HOMO = -7.96 eV



Formula: C25H21N5O4
Source: the Open Molecules 2025 dataset
Level of theory: ωB97M-V/def2-TZVPD

```
55
Properties=species:S:1:pos:R:3:mulliken_charge:R:1
N -1.65 -4.30 3.72 -0.44
C -1.18 -3.23 3.66 -0.15
C -0.62 -1.92 3.59 0.15
C 0.74 -1.59 3.56 -0.52
C 1.18 -0.23 3.43 -0.21
N 2.58 0.05 3.35 0.94
O 3.40 -0.89 3.50 -0.58
O 2.95 1.24 3.14 -0.59
C 0.25 0.83 3.34 -0.20
C -1.10 0.50 3.42 0.20
C -1.55 -0.83 3.54 0.79
N -2.90 -0.95 3.57 -0.59
O -3.35 0.39 3.47 -0.18
N -2.25 1.30 3.37 0.84
O -2.44 2.49 3.27 -0.63
H 1.49 -2.37 3.62 0.59
H 0.55 1.87 3.25 0.57
C 1.12 2.50 -0.68 -0.97
C -0.08 2.39 -1.37 0.95
C -0.96 3.55 -1.68 -0.36
C -1.46 4.33 -0.63 -0.07
C -2.29 5.43 -0.89 -0.68
C -2.62 5.76 -2.21 -0.48
C -2.15 4.97 -3.26 -0.81
C -1.34 3.86 -3.00 -0.04
N -0.54 1.17 -1.71 0.23
C 0.22 -0.02 -1.45 -0.46
C -0.66 -1.19 -1.91 -0.60
C -1.96 -0.59 -2.44 -0.56
C -1.86 0.94 -2.26 -0.45
C 1.72 3.76 -0.32 0.02
C 1.66 4.90 -1.16 -0.27
C 2.08 6.14 -0.70 -0.64
C 2.64 6.26 0.58 -0.50
C 2.79 5.12 1.38 -0.50
C 2.38 3.88 0.92 -0.42
H 1.64 1.60 -0.35 0.47
H -1.23 4.03 0.40 0.48
H -2.67 6.02 -0.06 0.40
H -3.27 6.61 -2.41 0.38
H -2.41 5.21 -4.29 0.38
H -1.02 3.21 -3.83 0.51
H 1.18 0.02 -1.99 0.35
H 0.46 -0.10 -0.37 0.05
H -0.13 -1.75 -2.68 0.29
H -0.85 -1.87 -1.07 0.30
H -2.10 -0.81 -3.50 0.27
H -2.83 -0.98 -1.90 0.32
H -2.65 1.33 -1.60 0.29
H -1.98 1.44 -3.23 0.13
H 1.23 4.80 -2.16 0.54
H 1.98 7.02 -1.34 0.39
H 2.96 7.25 0.95 0.35
H 3.25 5.21 2.37 0.40
H 2.49 2.98 1.54 0.32
```

total energy = -41897.4268 eV
SMILES string = N#Cc1cc([N+](=O)[O-])cc2c1no[n+]2[O-].C(=C(/c1ccccc1)N1CCCC1)/c1ccccc1
net charge = 0
strongest force on any atom = 0.06891 Eh/bohr
frontier orbital gap = 4.43 eV
E_LUMO = -0.0980 Ha
relative energy (zero: lowest compared OMol25 entry of this formula, charge and spin) = 6.636 eV
HOMO = -7.10 eV



Formula: C25H21N6PdS
Source: the Open Molecules 2025 dataset
Level of theory: ωB97M-V/def2-TZVPD

```
54
Properties=species:S:1:pos:R:3:mulliken_charge:R:1
Pd 0.00 0.32 -1.45 -0.73
C 1.27 3.27 -1.54 -0.98
N -0.01 2.70 -1.97 -0.06
C -1.25 3.31 -1.46 -0.93
C -2.12 2.26 -0.81 0.65
N -2.14 1.00 -1.17 -0.69
C -2.98 0.36 -0.29 0.76
C -3.33 -0.99 -0.18 -0.64
C -4.14 -1.34 0.88 -0.68
C -4.62 -0.40 1.79 -0.53
C -4.32 0.94 1.68 -1.07
C -3.49 1.30 0.63 0.68
N -2.93 2.51 0.25 -0.08
C 2.09 2.22 -0.84 0.78
N 2.13 0.96 -1.22 -0.80
C 2.93 0.31 -0.30 0.94
C 3.30 -1.03 -0.22 -0.66
C 4.10 -1.39 0.85 -0.73
C 4.52 -0.46 1.81 -0.53
C 4.17 0.87 1.73 -1.08
C 3.38 1.24 0.65 0.59
N 2.83 2.45 0.27 -0.06
H 1.83 3.66 -2.39 0.39
H 1.10 4.11 -0.85 0.30
H -0.05 2.62 -2.99 0.31
H -1.00 4.06 -0.70 0.31
H -1.81 3.81 -2.26 0.37
H -2.97 -1.71 -0.90 0.48
H -4.43 -2.38 0.99 0.43
H -5.24 -0.74 2.61 0.42
H -4.71 1.67 2.36 0.42
H -3.12 3.40 0.68 0.21
H 2.98 -1.74 -0.96 0.53
H 4.41 -2.42 0.95 0.43
H 5.14 -0.80 2.63 0.42
H 4.50 1.59 2.46 0.43
H 2.97 3.33 0.73 0.22
S 0.18 -2.02 2.48 -0.23
C 0.14 -0.37 2.93 -0.68
C 0.04 0.48 1.87 -1.04
C 0.00 -0.21 0.64 1.06
C 0.06 -1.56 0.78 1.06
C 0.07 -2.49 -0.33 0.50
C 0.08 -3.88 -0.19 -0.79
C 0.02 -4.68 -1.32 -0.42
C 0.00 -4.07 -2.57 -0.68
C 0.04 -2.69 -2.64 -0.73
N 0.06 -1.92 -1.55 0.26
H 0.20 -0.11 3.98 0.51
H 0.01 1.56 1.97 0.49
H 0.12 -4.32 0.80 0.46
H 0.01 -5.75 -1.24 0.47
H -0.06 -4.66 -3.48 0.43
H 0.06 -2.18 -3.59 0.48
```

total energy = -49516.4509 eV
net charge = +1
multiplicity = 3
strongest force on any atom = 0.01827 Eh/bohr
frontier orbital gap (spin up / spin down) = 7.87 / 7.48 eV
E_LUMO (spin up / spin down) = -0.0817 / -0.1087 Ha
expectation value of S² = 2.008
HOMO (spin up / spin down) = -10.09 / -10.44 eV